This record from OMol25 describes a structure of composition C9H23N4O8PRuS at a distorted geometry. The level of theory is wB97M-V/def2-TZVPD.

The geometry in XYZ format:
```
47
Properties=species:S:1:pos:R:3:lowdin_charge:R:1
Ru -2.1368 -0.0620 -1.6213 1.292
N -1.3559 2.2064 -1.3007 -0.050
N -2.2212 3.3003 -1.2064 -0.056
C -3.5064 3.0280 -0.8867 -0.819
N -4.2883 4.0825 -0.6117 0.103
S -4.0926 1.4596 -0.8856 0.805
H -0.8569 2.0799 -0.4360 0.072
H -0.7041 2.3092 -2.0672 0.105
H -1.8168 4.1924 -0.9621 0.152
H -3.9798 5.0303 -0.7428 0.111
H -5.2628 3.9172 -0.4334 0.102
O -3.3229 -2.7943 -0.8144 0.025
N -4.2415 -2.1837 -1.2861 -0.550
O -5.3516 -2.6255 -1.4999 0.052
O -4.0720 -0.9133 -1.6375 -0.399
O -1.8702 -1.2922 -2.6176 -0.352
C 3.3063 0.0204 -0.3751 -0.024
C 2.5204 1.1543 0.2708 -0.613
C 3.1449 1.5635 1.5931 -0.024
C 2.4109 2.3457 -0.6727 -0.033
O 1.1689 0.7320 0.6225 -0.163
P 0.2260 -0.2067 -0.2537 0.235
O -1.1818 -0.0254 0.3321 -0.376
O 0.2056 0.2030 -1.7027 -0.336
O 0.7831 -1.6647 -0.1424 -0.144
C 0.6954 -2.5875 1.0016 -0.597
C 1.0241 -1.8502 2.2914 -0.026
C -0.6996 -3.1729 1.0377 -0.028
C 1.7353 -3.6498 0.6932 -0.022
H 4.3178 0.3677 -0.5902 0.096
H 2.8428 -0.2984 -1.3086 0.088
H 3.3696 -0.8367 0.2950 0.076
H 4.1572 1.9349 1.4304 0.092
H 3.1893 0.7108 2.2703 0.081
H 2.5523 2.3487 2.0633 0.090
H 3.4042 2.7444 -0.8845 0.092
H 1.8178 3.1352 -0.2057 0.085
H 1.9476 2.0411 -1.6104 0.073
H 0.2890 -1.0708 2.4972 0.088
H 2.0138 -1.3956 2.2437 0.071
H 1.0075 -2.5634 3.1166 0.096
H -1.4437 -2.4042 1.2381 0.076
H -0.7492 -3.9320 1.8206 0.097
H -0.9465 -3.6324 0.0833 0.090
H 2.7320 -3.2105 0.6388 0.080
H 1.5103 -4.1262 -0.2604 0.094
H 1.7282 -4.4087 1.4762 0.093
```

LUMO level (spin up / spin down): -0.579 / -0.700 eV
Energy above the lowest of the compared OMol25 structures with the same formula, charge and spin: 42.29 kcal/mol
E_tot: -2012.04365 a.u.

This record from OMol25 describes a structure of composition C9H24AlF2N3O4P at a distorted geometry. The level of theory is wB97M-V/def2-TZVPD.

The geometry in XYZ format:
```
44
Properties=species:S:1:pos:R:3:lowdin_spin:R:1
Al -19.6172 -11.0743 -7.9358 0.117
F -20.1146 -13.8848 -7.8838 0.296
F -17.3519 -9.1309 -7.7288 0.555
O -16.8432 -12.0939 -8.2220 -0.002
P -15.7688 -12.6035 -9.0975 0.000
N -14.4103 -11.5696 -9.2701 0.001
C -13.3658 -11.7574 -10.3665 0.000
C -14.3140 -10.3264 -8.6086 0.001
N -16.1871 -12.9753 -10.7222 0.000
C -16.5917 -11.8840 -11.5911 0.000
C -16.9916 -14.2080 -10.9577 0.000
N -15.0532 -14.1242 -8.5889 0.000
C -15.1952 -14.5677 -7.2196 0.000
C -14.1778 -15.0457 -9.3583 0.000
H -13.5004 -12.6953 -10.9054 0.000
H -12.3418 -11.7527 -9.9930 0.000
H -13.4706 -10.9346 -11.0736 0.000
H -14.5715 -10.5438 -7.5720 0.000
H -15.1000 -9.6673 -8.9774 0.001
H -13.2869 -9.9631 -8.6429 0.000
H -15.7605 -11.1898 -11.7151 0.000
H -16.9997 -12.2384 -12.5376 0.000
H -17.4283 -11.3577 -11.1315 0.000
H -16.6192 -14.8714 -11.7382 0.000
H -17.0002 -14.8337 -10.0652 0.000
H -17.9340 -13.8605 -11.3810 0.000
H -15.0780 -13.6958 -6.5761 0.000
H -16.1371 -15.0695 -6.9980 0.000
H -14.3511 -15.1767 -6.8958 0.000
H -13.1139 -14.8378 -9.4719 0.000
H -14.5496 -14.8837 -10.3700 0.000
H -14.3471 -16.1095 -9.1918 0.000
C -25.0507 -10.6248 -7.8518 0.000
O -24.5431 -9.8378 -8.9461 0.001
C -23.2315 -9.7008 -9.1959 0.001
O -22.2785 -10.3338 -8.7878 0.029
O -22.9258 -8.5783 -10.0262 0.000
C -23.9175 -7.9081 -10.7284 0.000
H -25.5797 -9.9463 -7.1825 0.000
H -24.3334 -10.9975 -7.1206 0.000
H -25.7727 -11.3623 -8.2025 0.000
H -24.0072 -6.9093 -10.3012 0.000
H -24.8742 -8.4090 -10.8762 0.000
H -23.4095 -7.5633 -11.6290 0.000
```

Spin multiplicity: 2
<S²>: 0.799
LUMO level (spin up / spin down): -0.369 / -3.858 eV
E_tot: -1605.89613 a.u.

This record from OMol25 describes a structure of composition C9H24BaNO12RbS3 at a distorted geometry. The level of theory is wB97M-V/def2-TZVPD.

The geometry in XYZ format:
```
51
Properties=species:S:1:pos:R:3:lowdin_charge:R:1
Rb -14.0966 13.1163 24.6548 0.986
Ba -13.4476 11.0461 20.9306 1.930
N -11.3498 10.6003 24.1675 -0.585
O -11.4678 10.7794 22.8968 -0.314
O -10.5148 9.8264 24.5597 0.109
O -12.0393 11.2524 24.9834 -0.160
O -6.1530 11.9169 22.7565 -0.254
S -6.7918 11.9552 21.4741 0.605
O -7.1222 13.2116 20.8615 -0.278
O -5.8600 11.0556 20.5047 -0.242
C -5.9988 11.2667 19.0885 -0.266
C -5.1996 12.4743 18.5901 -0.059
C -8.3004 10.9612 21.5063 -0.123
H -7.0528 11.3225 18.7953 0.104
H -5.6361 10.3800 18.5683 0.123
H -4.9493 12.3486 17.5410 0.083
H -4.3192 12.5836 19.2222 0.092
H -5.7756 13.3826 18.7565 0.065
H -8.9959 11.4548 22.1817 0.042
H -8.0939 9.9527 21.8519 0.079
H -8.6899 10.9762 20.4891 0.049
O -12.5560 5.0567 23.1938 -0.294
S -13.6496 5.1443 24.1467 0.602
O -13.8098 4.0853 25.0891 -0.252
O -13.6856 6.5642 24.9068 -0.285
C -12.4696 7.1480 25.4022 -0.242
C -12.4927 7.1900 26.9434 -0.052
C -15.2030 5.3121 23.2724 -0.116
H -12.5684 8.2003 25.1363 0.092
H -11.5759 6.5939 25.1274 0.126
H -13.1300 7.9999 27.3022 0.073
H -11.4906 7.5198 27.2409 0.086
H -12.6912 6.2673 27.4805 0.089
H -15.5750 4.3356 22.9881 0.080
H -15.0350 5.9215 22.3829 0.054
H -15.8564 5.8901 23.9226 0.066
O -6.7023 9.5227 27.8387 -0.282
S -6.5888 10.6507 26.9504 0.624
O -6.9660 11.9749 27.3478 -0.282
O -5.0789 10.6797 26.3500 -0.275
C -3.9872 11.1457 27.1726 -0.245
C -3.5439 10.0620 28.1330 -0.077
C -7.4144 10.2229 25.4047 -0.119
H -4.2765 12.0649 27.6814 0.117
H -3.1565 11.3682 26.5023 0.122
H -2.5936 10.3081 28.6056 0.084
H -3.4838 9.0625 27.7020 0.085
H -4.3245 9.9233 28.8872 0.070
H -7.9183 9.2703 25.5479 0.059
H -6.7212 10.1135 24.5721 0.053
H -8.1253 10.9889 25.1067 0.049
```

Charge: +2
LUMO level: -9.648 eV
E_tot: -2558.32692 a.u.

This record from OMol25 describes a cluster of 6 separate species, C9H24F10N5O11PS4 in total at a distorted geometry. The level of theory is wB97M-V/def2-TZVPD.

The geometry in XYZ format:
```
64
Properties=species:S:1:pos:R:3:lowdin_charge:R:1
C 14.6714 -0.1818 -21.7197 0.030
C 14.6736 -1.3331 -22.6896 -0.375
O 13.6731 -1.7436 -23.2113 0.191
N 16.0204 -1.9988 -22.8757 0.086
H 16.7828 -1.4117 -22.5547 0.175
H 15.9937 -2.8050 -22.2575 0.193
C 16.2147 -2.3647 -24.3120 0.030
H 15.1672 0.6464 -22.2348 0.114
H 15.3230 -0.4459 -20.8847 0.086
H 13.7574 0.2835 -21.3562 0.102
H 17.0925 -3.0051 -24.3891 0.109
H 16.4064 -1.4378 -24.8486 0.119
H 15.3367 -2.9466 -24.5849 0.109
C 11.8706 1.7452 -13.6953 0.035
C 12.9365 2.6556 -13.4820 -0.424
O 13.2584 3.0884 -12.4057 0.177
N 13.7307 3.1341 -14.6545 0.096
H 14.7077 3.1694 -14.3858 0.159
H 13.6976 2.4863 -15.4461 0.067
C 13.3671 4.5960 -15.0316 0.068
H 12.0611 0.7829 -13.2146 0.130
H 11.6686 1.5149 -14.7424 0.092
H 10.9111 2.0535 -13.2796 0.122
H 12.3333 4.7298 -15.3428 0.119
H 13.9989 4.7928 -15.8980 0.065
H 13.6828 5.2997 -14.2641 0.109
C 17.6406 0.3713 -17.8572 0.029
C 17.8439 1.6201 -16.9964 -0.345
O 18.9071 2.0972 -16.7093 0.176
N 16.5410 2.3903 -16.7344 0.078
H 15.6748 1.8849 -16.5268 0.080
H 16.6983 2.8776 -15.8560 0.160
C 16.4144 3.4619 -17.7904 0.033
H 17.6725 -0.5365 -17.2538 0.105
H 18.4738 0.1750 -18.5333 0.094
H 16.7810 0.4872 -18.5170 0.067
H 15.8841 4.3445 -17.4394 0.091
H 15.9939 2.8061 -18.5527 0.082
H 17.3658 3.7786 -18.2163 0.116
P 13.7450 5.8539 -19.4191 0.172
F 13.8943 4.2943 -19.2191 -0.167
F 15.3139 6.0043 -19.8291 -0.182
F 13.4632 5.8023 -21.0604 -0.192
F 13.6798 7.4902 -19.3424 -0.174
F 12.1429 5.6829 -19.1789 -0.167
F 14.0427 5.9008 -17.8287 -0.198
N 13.9681 1.1556 -16.5847 -0.323
S 13.2018 0.9690 -17.9250 0.474
O 12.1534 -0.0200 -18.0293 -0.239
O 14.0526 1.3710 -19.0670 -0.308
F 12.2427 2.1992 -17.7202 -0.164
S 14.1672 -0.5634 -16.3639 0.593
O 14.9183 -1.2927 -17.3549 -0.270
O 12.9922 -1.2095 -15.8316 -0.231
F 15.1959 -0.5085 -15.1057 -0.189
N 15.8234 -3.0447 -10.9680 -0.249
S 14.8542 -2.4026 -12.0077 0.448
O 14.1199 -1.2399 -11.4522 -0.331
O 14.3954 -3.2556 -13.0663 -0.289
F 16.1309 -1.6348 -12.7341 -0.279
S 14.4907 -3.7173 -10.1752 0.558
O 13.5826 -4.6341 -10.8601 -0.293
O 13.9913 -2.9510 -9.0644 -0.288
F 15.5550 -4.7787 -9.4894 -0.258
```

LUMO level: -2.516 eV
E_tot: -4391.41232 a.u.

This record from OMol25 describes a structure of composition C9H24NO9S3 at a distorted geometry. The level of theory is wB97M-V/def2-TZVPD.

The geometry in XYZ format:
```
46
Properties=species:S:1:pos:R:3:lowdin_charge:R:1
C 3.3925 0.6841 -1.8034 -0.167
S 3.2258 2.4355 -1.5901 0.560
O 4.3839 3.0379 -2.2101 -0.362
O 3.0275 2.7853 -0.2093 -0.347
S 1.5421 2.9674 -2.8868 0.444
O 1.3400 1.7662 -3.6577 -0.333
O 2.0550 4.1049 -3.5946 -0.329
N 0.3207 3.4196 -1.9841 -0.329
S -0.3939 2.2395 -1.1532 0.529
O 0.5176 1.2027 -0.7033 -0.371
O -1.1561 2.8748 -0.1037 -0.338
C -1.6572 1.4105 -2.1423 -0.199
C -1.3473 0.0045 -2.6372 -0.278
O -0.9099 -0.0302 -3.9909 -0.069
H 3.8096 0.5039 -2.7874 0.065
H 4.0539 0.3419 -1.0136 0.069
H 2.4130 0.2217 -1.7318 0.043
H -2.4755 1.3223 -1.4311 0.092
H -1.9962 2.0473 -2.9544 0.109
H -2.2755 -0.5670 -2.5542 0.112
H -0.6182 -0.4801 -1.9889 0.105
H -1.4442 -0.6618 -4.4657 0.072
C -0.6315 0.5679 3.1094 -0.050
C 0.7452 -0.0248 2.8601 -0.496
C 1.8380 1.0308 2.9351 -0.051
O 0.7547 -0.6618 1.5832 -0.073
H -0.8691 1.3231 2.3546 0.081
H -1.3863 -0.2178 3.0322 0.060
H -0.7097 1.0309 4.0952 0.078
H 0.9452 -0.8126 3.5917 0.129
H 1.6768 1.7978 2.1741 0.079
H 2.8142 0.5843 2.7440 0.078
H 1.8570 1.5097 3.9167 0.076
H 0.5632 0.0323 0.9381 0.038
C -1.7350 -3.3313 2.4687 -0.062
C -2.5081 -3.0883 1.1818 -0.497
C -1.7294 -3.5853 -0.0280 -0.061
O -2.8020 -1.7029 1.0361 -0.059
H -0.7882 -2.7853 2.4427 0.070
H -2.2992 -2.9710 3.3303 0.078
H -1.5203 -4.3924 2.6114 0.076
H -3.4736 -3.5963 1.2302 0.132
H -0.7804 -3.0489 -0.1085 0.081
H -2.2924 -3.4034 -0.9445 0.073
H -1.5178 -4.6539 0.0457 0.075
H -1.9588 -1.2320 0.9933 0.067
```

Charge: -1
LUMO level: 2.687 eV
E_tot: -2283.83215 a.u.

This record from OMol25 describes a structure of composition C9H25ClFeIN2OP2S at a distorted geometry. The level of theory is wB97M-V/def2-TZVPD.

The geometry in XYZ format:
```
43
Properties=species:S:1:pos:R:3:lowdin_spin:R:1
C 0.0124 1.6817 -3.1118 0.017
C 0.0176 2.1144 -1.7688 0.043
H 0.0191 2.5387 -3.8248 0.004
H -0.8802 1.0554 -3.3024 0.000
H 0.8944 1.0417 -3.3051 0.000
O 0.0233 2.8801 -0.8863 0.043
I -0.0237 -2.8862 -1.7608 0.443
Fe -0.0068 -0.9668 -0.2145 3.808
P 2.2000 -0.3929 -0.4621 0.067
C 2.8311 1.1851 0.2304 0.013
C 3.1308 -1.6197 0.5264 0.010
H 4.1863 -1.3174 0.5556 0.001
H 4.0900 -0.3779 -1.9657 0.002
H 3.0299 -2.6122 0.0715 0.000
H 2.7662 -1.4262 -2.5709 0.002
H 2.7201 1.1747 1.3251 0.001
H 2.7332 -1.6517 1.5472 0.000
C 3.0016 -0.4687 -2.0930 0.014
H 3.8971 1.2762 -0.0315 0.002
H 2.6513 0.3429 -2.7408 0.000
H 2.2612 2.0377 -0.1686 0.001
P -2.2056 -0.3600 -0.4602 0.067
C -2.8126 1.2286 0.2285 0.014
C -3.0107 -0.4296 -2.0893 0.014
H -3.0632 -2.5668 0.0847 0.000
H -4.2038 -1.2555 0.5638 0.001
H -2.7540 -1.6030 1.5556 0.000
C -3.1518 -1.5708 0.5348 0.010
H -2.7907 -1.3922 -2.5641 0.002
H -4.0976 -0.3224 -1.9622 0.002
H -3.8766 1.3364 -0.0346 0.002
H -2.2293 2.0713 -0.1718 0.001
H -2.6483 0.3739 -2.7406 0.000
H -2.7022 1.2194 1.3231 0.001
Cl -0.0173 -2.6843 1.3217 0.222
N 0.0058 1.3707 3.9934 0.011
C 0.0008 0.3305 3.1456 0.028
N -0.0051 -0.9032 3.6218 0.005
S 0.0052 0.7422 1.4504 0.143
H 0.0069 1.2656 5.0012 0.002
H 0.0125 2.3043 3.6007 0.001
H -0.0102 -1.6786 2.9248 0.003
H -0.0076 -1.0854 4.6235 0.000
```

Spin multiplicity: 6
Charge: +2
<S²>: 8.801
LUMO level (spin up / spin down): -9.114 / -9.203 eV
Energy above the lowest of the compared OMol25 structures with the same formula, charge and spin: 27.80 kcal/mol
E_tot: -3644.61603 a.u.

Question: What is the E_tot in the fourth record?
Answer: -4391.41232 a.u.

Question: The lowest E_tot belongs to which entry?
Answer: C9H24F10N5O11PS4